[1]
{"formula": "C13H24N4O4S4Zr", "method": "wB97M-V/def2-TZVPD", "e_above_lowest_ev": 1.2121, "gap_ev": 6.45, "homo_energy_ha": -0.4733, "lumo_ha": -0.23634, "total_charge": 2, "elements": ["Zr", "N", "C", "C", "C", "C", "N", "C", "N", "N", "C", "O", "O", "H", "H", "H", "H", "H", "H", "H", "H", "H", "H", "H", "H", "H", "H", "O", "C", "S", "C", "C", "S", "S", "S", "C", "C", "O", "C", "C", "H", "H", "H", "H", "H", "H", "H", "H", "H", "H"], "coordinates": [[-0.125823, 1.861412, 0.016367], [-0.644844, 0.505538, -1.797004], [-0.053155, -0.822432, -1.495492], [0.667833, -1.417602, -2.712443], [1.477358, -2.701355, -2.527393], [0.696634, -4.002549, -2.348325], [0.114221, -4.237878, -1.020054], [0.793314, -4.695161, 0.027896], [2.108994, -4.870958, -0.050688], [0.155988, -4.990486, 1.163369], [0.946727, -0.602091, -0.364118], [1.236072, -1.479368, 0.399754], [1.403642, 0.666878, -0.303037], [-1.623538, 0.448022, -2.034147], [-0.174509, 0.916610, -2.593461], [-0.829713, -1.478406, -1.118240], [1.361733, -0.648348, -3.065617], [-0.071795, -1.562690, -3.505477], [2.195431, -2.574270, -1.711734], [2.064438, -2.830277, -3.438171], [1.347091, -4.846250, -2.582788], [-0.126121, -4.059526, -3.058614], [-0.879544, -4.131147, -0.908431], [2.629330, -4.577782, -0.858251], [2.632983, -5.224856, 0.731598], [-0.848257, -5.001870, 1.208698], [0.650841, -5.376610, 1.949697], [-4.439882, 6.890168, -0.402094], [-3.756234, 5.923215, -0.498016], [-4.156162, 4.347448, 0.252319], [-2.730675, 3.515974, -0.303470], [-1.840554, 4.217735, -1.031569], [-0.269240, 3.664512, -1.634386], [-2.190852, 5.895843, -1.357617], [-2.582429, 1.839305, 0.261305], [1.565791, 3.933085, 1.374941], [0.967279, 3.229374, 2.567233], [0.194386, 2.079410, 2.079718], [-0.464719, 1.320728, 3.154791], [-0.814944, -0.068659, 2.692086], [2.297555, 4.664543, 1.709821], [0.825371, 4.473930, 0.800306], [2.120254, 3.231636, 0.742585], [0.297762, 3.876179, 3.121226], [1.734640, 2.847455, 3.228497], [-1.335504, 1.888388, 3.462379], [0.240711, 1.248004, 3.976643], [-1.475260, -0.071766, 1.823501], [-1.371208, -0.562092, 3.490088], [0.078587, -0.650965, 2.485821]], "forces_ev_per_a": [[-1.296, 2.520, -1.291], [0.347, -0.856, 0.135], [0.336, 0.145, -0.204], [-0.097, 0.025, -0.153], [-0.005, 0.019, 0.155], [-0.041, -0.052, 0.030], [0.033, 0.125, -0.027], [0.109, -0.010, 0.014], [-0.068, 0.007, 0.047], [0.027, 0.040, -0.046], [0.229, -0.145, -0.194], [0.311, -0.081, 0.143], [0.163, -1.389, 0.144], [-0.301, 0.019, 0.003], [0.083, 0.159, -0.212], [-0.155, -0.111, 0.042], [-0.019, -0.003, -0.056], [0.007, 0.018, -0.007], [-0.012, 0.009, -0.059], [0.033, 0.012, 0.005], [-0.015, -0.057, -0.017], [-0.029, 0.014, -0.027], [-0.028, -0.041, -0.023], [0.002, -0.009, 0.015], [0.004, -0.022, 0.000], [-0.006, -0.027, -0.017], [0.006, 0.016, -0.005], [0.033, -0.175, -0.107], [-0.031, 0.277, 0.256], [-0.036, 0.057, -0.037], [0.077, -0.252, 0.340], [0.357, 0.078, 0.027], [-0.025, -0.345, -0.014], [-0.051, -0.014, -0.004], [-0.249, -0.166, -0.221], [0.066, -0.128, 0.284], [0.103, -0.011, -0.135], [0.145, 0.141, 1.276], [0.025, -0.109, -0.027], [0.030, -0.020, -0.009], [0.048, 0.045, 0.036], [-0.173, 0.148, -0.173], [0.109, -0.036, -0.107], [-0.185, 0.067, 0.121], [0.105, -0.182, 0.136], [-0.138, 0.148, -0.012], [0.129, 0.198, 0.084], [-0.072, 0.021, -0.070], [0.027, 0.008, 0.004], [0.087, -0.074, -0.044]], "mulliken_charge": [0.3941, -0.5156, 0.9434, -1.2510, -0.5266, -1.3200, -0.0856, 0.9033, -0.3575, -0.4329, 0.2168, -0.5320, -0.7022, 0.3050, 0.3719, 0.2671, 0.5536, 0.4058, 0.4255, 0.3472, 0.4658, 0.4815, 0.2667, 0.1734, 0.2157, 0.1956, 0.2104, -0.4622, 0.5777, -0.1113, 0.4350, 0.2381, -0.3703, -0.0833, -0.4394, -1.5692, 0.0213, -0.0137, -0.2304, -1.1590, 0.4399, 0.4035, 0.3896, 0.4064, 0.4092, 0.3284, 0.3954, 0.2058, 0.4664, 0.3031]}

=====

[2]
{"formula": "C8H18ClINdO2P", "method": "wB97M-V/def2-TZVPD", "multiplicity": 4, "e_above_lowest_ev": 0.9244, "gap_ev": [6.65, 7.34], "homo_energy_ha": [-0.5576, -0.5576], "s2": 3.754, "lumo_ha": [-0.31322, -0.28780], "total_charge": 2, "elements": ["C", "I", "H", "H", "H", "Nd", "P", "C", "C", "H", "H", "H", "C", "H", "H", "H", "H", "H", "H", "C", "O", "Cl", "C", "C", "C", "O", "H", "H", "H", "H", "H", "H"], "coordinates": [[-0.214581, -0.381379, -3.463177], [-2.237473, -0.177251, -1.869744], [-1.088021, -0.667486, -4.062523], [0.197811, -1.247699, -2.920400], [0.567371, -0.079364, -4.178522], [1.759675, 0.745723, 0.990438], [0.895624, -1.953313, 1.397299], [-0.535265, -2.766251, 0.616142], [2.287856, -3.002269, 0.815296], [0.679707, -1.663273, 3.794659], [1.603023, -3.141639, 3.400838], [-0.181402, -3.123706, 3.233877], [0.735185, -2.530757, 3.125078], [2.929453, -2.429105, 0.132124], [2.876927, -3.335654, 1.679020], [-1.267526, -3.033255, 1.389119], [-0.213233, -3.675029, 0.089830], [1.883336, -3.874609, 0.284550], [-1.010955, -2.083446, -0.101814], [-0.472286, 0.733544, -2.558806], [0.086881, 1.761006, -2.289547], [2.909877, 0.254680, -1.173060], [-0.370263, 4.143434, -0.418753], [-0.742042, 2.942641, 0.312541], [-2.107562, 2.652939, 0.722589], [0.184198, 2.081442, 0.581524], [-1.222900, 4.837941, -0.442611], [-0.101581, 3.885563, -1.453014], [0.487876, 4.652098, 0.047043], [-2.539868, 1.837059, 0.116834], [-2.158765, 2.355788, 1.780052], [-2.729180, 3.547775, 0.571818]], "forces_ev_per_a": [[3.355, -0.037, -3.040], [-2.687, 0.753, 2.567], [0.455, 0.087, 0.358], [-0.366, 0.318, -0.084], [0.068, -0.168, 0.048], [1.469, -0.327, -0.670], [-0.063, -1.808, 0.236], [-0.627, 0.404, -0.536], [0.471, 0.338, -0.294], [-0.057, -0.376, 0.131], [-0.278, 0.197, 0.008], [0.307, 0.188, 0.060], [-0.005, 0.438, 0.549], [-0.045, -0.391, 0.092], [-0.066, 0.094, -0.338], [0.153, 0.131, -0.298], [-0.110, 0.300, 0.209], [0.230, 0.254, 0.194], [0.033, -0.407, 0.178], [0.084, 0.405, 0.024], [-0.950, -1.508, -0.208], [-0.428, 0.104, 0.707], [-0.482, 1.171, -0.042], [1.294, -1.319, -0.001], [-0.930, 0.705, 0.277], [-1.746, 1.457, -0.056], [0.426, -0.173, -0.080], [0.061, -0.108, 0.242], [-0.108, -0.270, -0.166], [0.314, 0.067, 0.096], [0.112, -0.093, -0.277], [0.118, -0.425, 0.113]], "mulliken_charge": [-1.2748, -0.0157, 0.5281, 0.3586, 0.3137, 1.5752, 0.5166, -0.6811, -1.0813, 0.3244, 0.3463, 0.3405, -1.0913, 0.3301, 0.3947, 0.4172, 0.3874, 0.3410, -0.2119, 0.6115, -0.4373, -0.3829, -1.0598, 0.9421, -0.8595, -0.4471, 0.3818, 0.3254, 0.3490, 0.0460, 0.3304, 0.3828]}